(1)
16
Properties=species:S:1:pos:R:3:forces:R:3 method="wB97M-V/def2-TZVPD" smiles="C[C@]12C[C@H]1N(S)C=N2" e_homo_ha=-0.325 energy_ev=-19127.514
C -0.26119 -2.78428 -0.20505 -1.0 -1.9 3.5
C 0.26668 -1.41086 -0.25520 -0.7 -0.7 0.2
C 1.58774 -1.08543 0.30741 1.7 -0.5 0.3
C 0.34693 -0.31567 0.82749 1.7 -0.8 0.0
N 0.05312 0.89137 0.08562 -1.6 1.8 -0.2
S -0.61338 2.45550 0.72180 0.2 -2.3 -0.4
C -0.33864 0.45551 -1.20012 1.2 0.1 -1.2
N -0.17385 -0.78823 -1.45197 0.0 1.3 0.1
H 0.25344 -3.31706 0.73265 -1.0 0.7 -2.2
H -0.04690 -3.30442 -1.17526 -0.5 0.3 1.1
H -1.38658 -2.75069 0.14207 1.9 -0.3 -1.3
H 2.36768 -0.68340 -0.36334 -0.7 0.3 0.5
H 2.05747 -1.89223 0.98012 -1.1 1.4 -0.9
H 0.21566 -0.41111 1.90429 -0.6 0.3 -0.4
H -1.91374 2.10190 1.04027 0.8 0.0 -0.3
H -0.49691 1.09121 -2.09234 -0.3 0.3 1.2

(2)
16
Properties=species:S:1:pos:R:3:forces:R:3 method="wB97M-V/def2-TZVPD" smiles=Nc1ccc(CS)[nH]1 e_homo_ha=-0.286 energy_ev=-19129.756
N -0.70153 -2.88962 0.99754 -0.9 0.5 -1.0
C -0.33862 -1.84689 0.04037 -0.4 -1.0 0.3
C -0.30744 -1.66275 -1.35463 -0.2 -1.0 1.3
C 0.26008 -0.40446 -1.55413 0.3 0.9 -0.1
C 0.51555 0.16056 -0.31967 1.1 1.5 -0.9
C 1.07091 1.50783 0.03665 0.4 -0.3 0.3
S -0.26700 2.67581 0.44072 0.5 1.3 -1.8
N 0.14460 -0.70184 0.63883 -0.4 -1.5 -0.7
H -1.72932 -3.04213 0.99413 1.1 0.0 0.0
H -0.22213 -3.77568 0.84498 -0.2 0.4 -0.2
H -0.62015 -2.30539 -2.18239 0.1 0.0 0.8
H 0.46388 0.00714 -2.53816 0.0 0.2 0.4
H 1.61753 1.97525 -0.80512 -0.4 -0.4 0.4
H 1.77856 1.44330 0.90124 -0.5 0.1 -0.7
H -0.61418 2.17637 1.55643 -0.5 -1.0 1.9
H 0.29348 -0.67742 1.63108 0.0 0.2 0.1

(3)
16
Properties=species:S:1:pos:R:3:forces:R:3 method="wB97M-V/def2-TZVPD" smiles="C=CC[N+]1=NCN=C1" total_charge=+1 e_homo_ha=-0.544 energy_ev=-9774.728
C -2.14734 1.46082 -0.29186 -1.8 0.4 -2.6
C -1.65293 0.26955 -0.16212 1.5 -0.5 1.0
C -0.68118 0.16639 1.01866 -1.0 1.3 2.6
N 0.58624 -0.28522 0.57609 0.2 -2.5 -1.4
N 0.63930 -1.51583 0.21621 -1.0 2.5 0.8
C 1.72891 -1.57582 -0.66645 1.4 -1.0 2.1
N 2.34913 -0.31336 -0.65941 2.0 0.4 -1.0
C 1.67945 0.47548 0.04683 -0.5 -1.4 -0.6
H -2.81819 1.73788 -1.12771 0.4 -0.1 0.8
H -1.83992 2.17327 0.39141 0.1 1.7 1.1
H -1.80576 -0.54636 -0.85356 0.0 -0.3 0.3
H -0.51158 1.20440 1.52396 -0.5 -2.0 -0.9
H -0.93441 -0.58588 1.79596 -0.4 0.6 -0.4
H 1.28314 -1.71464 -1.62703 -0.2 -0.6 -1.1
H 2.31736 -2.47550 -0.30440 0.0 1.0 -1.0
H 1.80776 1.52482 0.12342 -0.1 0.7 0.5

(4)
16
Properties=species:S:1:pos:R:3:forces:R:3 method="wB97M-V/def2-TZVPD" smiles="Cn1ccc(=[NH2+])cn1" total_charge=+1 e_homo_ha=-0.495 energy_ev=-9775.850
C -2.57352 -0.38433 -0.23864 -1.3 0.4 -1.9
N -1.19139 -0.20221 0.09344 0.3 2.7 1.7
C -0.66965 1.13179 0.31401 -0.6 -1.3 -0.9
C 0.64030 1.30539 0.10837 3.8 -3.9 0.4
C 1.55698 -0.13433 -0.02640 -2.3 3.6 0.6
N 2.86034 0.00734 -0.21816 -1.0 3.4 0.4
C 0.76224 -1.28789 0.21883 2.5 -1.3 0.5
N -0.51053 -1.27734 0.25490 -2.4 0.6 -0.9
H -3.08843 -1.19415 0.32908 0.4 1.1 0.1
H -3.00273 0.67127 -0.27011 -0.1 -1.8 0.3
H -2.56968 -0.78426 -1.30018 -0.2 0.7 1.0
H -1.36026 1.96468 0.60226 0.5 -1.1 -0.6
H 1.29265 2.18538 0.25845 -1.0 -0.4 -0.1
H 3.28805 0.96572 -0.21119 -1.1 -1.2 -0.1
H 3.57400 -0.62425 -0.37981 0.9 -2.4 -0.1
H 0.99162 -2.34281 0.46514 1.5 0.9 -0.5

(5)
17
Properties=species:S:1:pos:R:3:forces:R:3 method="wB97M-V/def2-TZVPD" total_charge=+1 e_homo_ha="-0.477 / -0.472" energy_ev=-11819.435
C -1.20856 -1.25292 0.02789 -0.9 -1.0 -0.2
C 0.11065 0.90133 0.30366 -3.5 0.8 -0.2
C 2.23365 -0.39190 0.66272 1.5 2.0 -1.7
C 2.07608 -0.38272 -0.79934 -0.8 -1.8 0.8
C 0.79562 -0.27743 0.14881 0.9 -2.2 -0.4
N 0.04823 -1.48749 0.10620 -0.4 1.2 0.2
N -1.72997 -0.00439 -0.21949 2.1 1.9 0.2
N -2.92013 0.44786 0.06369 0.7 -1.8 1.0
O 0.36910 2.13308 0.05535 -1.2 0.6 0.3
H -1.86492 -2.12466 0.03505 -0.2 0.3 0.0
H 2.77971 -1.26988 1.06329 -1.3 0.7 0.5
H 2.43334 0.67406 0.90643 0.9 -1.2 0.9
H 2.30629 0.35113 -1.49117 0.3 2.1 -0.6
H 1.98274 -1.30841 -1.33488 0.2 -0.6 0.3
H -0.40794 2.78007 0.28379 1.8 -1.7 -0.3
H -3.66670 -0.00238 0.51377 -0.2 -1.8 1.5
H -3.33720 1.21464 -0.32577 0.1 2.6 -2.3

(6)
18
Properties=species:S:1:pos:R:3:forces:R:3 method="wB97M-V/def2-TZVPD" total_charge=-1 e_homo_ha="-0.047 / -0.111" energy_ev=-13872.965
C 2.49616 -0.95025 0.36877 -3.1 -1.0 -1.0
C -0.24502 -0.57882 -0.80420 -2.5 0.9 0.0
C 0.20104 -1.66266 0.30729 -1.4 1.5 -2.7
C 0.26752 0.84455 -0.67649 -3.5 -3.1 1.3
C -0.34212 1.51823 0.51450 1.8 0.3 2.4
N 1.55470 -1.72506 0.50695 3.4 0.4 0.9
N 3.48450 -0.22697 0.52744 -0.1 0.3 1.1
N 4.52989 0.01160 -0.25593 0.7 -1.3 1.1
O 4.83790 -0.77195 -1.16814 -0.5 0.2 -0.7
O 5.29583 0.83478 0.23791 0.8 1.2 -0.5
H -0.07673 -0.81094 -1.83334 0.9 -1.3 -0.6
H -1.42882 -0.66986 -0.81612 1.9 0.5 0.5
H -0.41272 -1.50398 1.14359 -0.1 1.0 1.9
H -0.23498 -2.57319 0.01548 0.0 -1.8 -0.9
H 1.27188 0.76213 -0.86323 2.7 0.9 -0.4
H 0.38213 1.63688 1.45638 -1.0 -0.1 -1.7
H -1.23829 1.05159 1.01142 0.6 0.2 -1.1
H -0.54704 2.50422 0.16010 -0.6 1.1 0.5

(7)
18
Properties=species:S:1:pos:R:3:forces:R:3 method="wB97M-V/def2-TZVPD" smiles="NC(=[NH2+])[C@@H](O)c1ncco1" total_charge=+1 e_homo_ha=-0.485 energy_ev=-13872.382
N -1.45967 1.58175 0.12740 -1.9 0.9 -1.1
C -1.53476 0.25472 0.04428 -1.1 0.1 0.2
N -2.65900 -0.33478 -0.29076 -0.3 0.0 0.2
C -0.50270 -0.69925 0.51576 1.5 -2.3 0.0
O -0.86823 -2.05574 -0.14425 -0.1 3.1 2.2
C 0.86546 -0.25302 0.12142 1.6 0.9 0.0
N 1.25391 0.99899 0.07074 -0.9 -1.8 0.3
C 2.61587 0.93968 -0.10684 -1.4 -2.2 -0.4
C 2.97484 -0.36662 -0.23249 1.3 1.7 0.3
O 1.92806 -1.12516 -0.01207 -3.3 -0.5 0.1
H -0.53484 1.99808 0.16045 0.3 -0.1 0.2
H -2.27461 2.24594 -0.22154 2.3 -2.2 1.0
H -2.78599 -1.38250 -0.39654 0.3 2.0 0.4
H -3.37842 0.36305 -0.19628 -1.2 -0.8 -0.7
H -0.48707 -0.66418 1.69697 -0.6 -0.7 -2.2
H -0.07018 -2.44449 -0.48386 0.8 -0.3 -0.2
H 3.04788 1.84494 -0.22423 2.1 2.2 -0.3
H 3.86946 -0.90141 -0.42817 0.7 0.0 -0.1

(8)
18
Properties=species:S:1:pos:R:3:forces:R:3 method="wB97M-V/def2-TZVPD" total_charge=+1 e_homo_ha=-0.577 energy_ev=-13866.622
C -0.41698 -1.75490 0.79400 0.0 0.0 -0.2
C 0.60238 -0.66850 -0.75567 -0.6 0.7 0.6
C -0.64330 -0.33004 1.03167 2.3 1.2 3.6
C 1.42637 -0.49776 -1.94062 0.3 0.1 -0.3
C 0.22045 1.71811 -0.17699 0.3 1.1 -0.2
N 0.31010 -1.90928 -0.25742 0.1 -0.9 0.1
N 0.04116 0.29467 -0.02517 -0.1 -0.7 -0.5
N -1.97163 0.17555 1.50790 0.7 -0.3 -0.6
O -2.44789 -0.43763 2.40946 -0.4 -0.4 0.6
O -2.40556 1.11881 0.91406 -0.5 0.7 -0.3
H -0.81682 -2.57323 1.36594 -0.1 -0.1 0.2
H 0.34982 0.09808 2.53967 -2.0 -1.1 -3.0
H 2.41637 -0.92285 -1.74758 0.0 0.0 0.1
H 1.52082 0.53562 -2.25762 0.0 0.0 0.0
H 1.01872 -1.11383 -2.74683 -0.1 0.0 0.1
H 1.25210 1.99050 0.05727 -0.1 -0.1 0.0
H -0.45272 2.25519 0.48682 0.1 -0.2 -0.1
H -0.00339 2.02150 -1.19890 0.0 -0.1 0.1